ORCA calculation (the ωB97M-V functional and the def2-TZVPD basis) on a 12-piece molecular cluster, C18H58O15P overall at a distorted geometry.

Each line ends with the Mulliken charge.
Atoms and positions in Å:
P  -0.0991  -0.1740  -0.4878  -1.7451
O  -0.0251  -1.2290  -1.6088  -0.5835
O  -0.7861  -0.9230  0.6822  0.2347
O  -0.8671  0.9970  -0.8398  0.0508
O  1.2929  0.2400  -0.1698  1.3654
C  5.2899  -0.8240  -2.4418  -2.6937
C  3.8809  -0.8270  -1.9328  1.0331
O  3.5739  0.4030  -1.1968  -0.6609
H  5.4739  -0.3560  -3.1948  0.8164
H  5.6059  -1.7910  -2.7688  0.5370
H  6.0229  -0.6270  -1.8098  0.6414
H  3.7969  -1.6440  -1.2308  -0.3211
H  3.1729  -0.8830  -2.7288  0.2125
H  2.6909  0.3300  -0.7028  0.2494
C  -0.5451  5.5730  -1.6928  -1.6751
C  -0.4381  4.0440  -1.6858  0.5733
O  -1.2801  3.3740  -0.7128  -0.6456
H  -1.6401  5.7320  -1.7808  0.3454
H  -0.0781  6.0600  -2.4508  0.4407
H  -0.2261  6.0260  -0.7108  0.2230
H  0.5419  3.5130  -1.3488  0.1137
H  -0.7301  3.7130  -2.6708  0.1203
H  -0.9511  2.3980  -0.8628  0.2097
C  -5.1601  0.4310  0.1172  -1.7091
C  -3.7521  0.1400  0.0412  1.3588
O  -3.2391  -0.5990  1.1132  -0.5609
H  -5.9201  -0.3910  0.0652  0.3084
H  -5.3121  1.1540  -0.7698  0.2952
H  -5.5311  0.8310  1.0032  0.4263
H  -3.2691  0.9740  0.0152  -0.3750
H  -3.3561  -0.3810  -0.9738  -0.2668
H  -2.4311  -0.5990  1.1092  0.4351
C  2.8019  -4.6870  -0.2518  -1.9484
C  1.6569  -3.6640  -0.3148  1.1106
O  1.3039  -3.3650  -1.7008  -0.7169
H  2.9369  -4.7310  0.7992  0.3893
H  3.6559  -4.2320  -0.7188  0.3630
H  2.5269  -5.5560  -0.5808  0.5520
H  1.6699  -2.6250  0.0862  -0.2562
H  0.7669  -4.1810  0.0952  0.0314
H  0.6199  -2.4760  -1.7108  0.2987
C  2.2979  4.7410  1.2942  -2.1750
C  1.6419  3.3310  1.1162  0.3912
O  2.2239  2.7210  -0.0218  -0.6410
H  3.3119  4.8350  1.2472  0.4439
H  2.0659  5.1850  2.1552  0.6698
H  1.8659  5.5110  0.7552  0.4225
H  1.6969  2.7630  1.8792  0.5577
H  0.5209  3.2970  0.8252  0.0217
H  1.6039  1.9060  0.0372  0.1478
C  -1.8691  -4.2570  4.1022  -1.9079
C  -1.9651  -3.2250  3.0462  -0.0588
O  -0.8271  -3.0340  2.2942  -0.5546
H  -1.2121  -3.7910  4.7172  0.4732
H  -1.3901  -5.0400  3.9402  0.6096
H  -2.9531  -4.4330  4.3822  0.2807
H  -2.0261  -2.2340  3.3462  0.3165
H  -2.6651  -3.4450  2.4612  0.3533
H  -0.9021  -2.3330  1.5402  -0.0030
C  -0.6361  2.2960  4.0452  -1.8124
C  -0.9701  1.5670  2.7262  1.3900
O  -1.0681  0.1520  2.9062  -0.6879
H  0.2929  2.0820  4.3122  0.5036
H  -1.2881  1.9800  4.8552  0.4507
H  -0.7441  3.4260  3.9922  0.2921
H  -0.0391  1.4320  2.1062  -0.7928
H  -1.8691  1.9450  2.2612  0.1415
H  -1.0191  -0.3080  2.0652  0.1818
C  -2.1541  -3.5960  -0.9448  -0.0957
O  -1.6131  -3.1130  -2.1188  -0.5205
H  -2.6191  -4.7250  -1.1138  0.2325
H  -3.0481  -3.0360  -0.5448  0.1354
H  -1.5311  -3.7490  0.0752  -0.1114
H  -1.1071  -2.3340  -1.7168  -0.0481
C  1.2489  1.1870  -3.5928  -1.0928
O  0.8299  -0.1100  -3.7978  -0.6729
H  0.8159  1.7610  -2.6938  0.3932
H  1.1599  1.8620  -4.3298  0.6558
H  2.3229  1.3550  -3.4988  0.2219
H  0.5109  -0.4540  -2.8408  0.3290
C  -2.8651  0.2950  -3.4388  -0.5014
O  -2.4551  1.4910  -2.9048  -0.5633
H  -2.9031  0.3220  -4.4828  0.4148
H  -3.9351  0.0410  -3.2538  0.1754
H  -2.2841  -0.6040  -3.0438  0.1467
H  -1.9901  1.2260  -2.0458  0.2658
C  2.3229  -0.8100  2.7802  -0.0464
O  2.8989  -0.0240  1.7742  -0.5459
H  3.0849  -1.4470  3.3692  0.2596
H  1.7039  -0.3780  3.5802  0.1446
H  1.5959  -1.4050  2.3852  -0.1772
H  2.2879  0.0060  0.9372  0.4093

Cartesian forces (eV/Å) of the 2 atoms listed first:
P 0.04 -4.82 1.99
O -0.31 0.41 -1.11

As for the HOMO energy: -0.4 eV. Its energy is -2190.16939 Ha. Its max |F| is 0.3060 hartree/bohr. The value obtained for the energy above the lowest of the compared OMol25 structures with the same formula, charge and spin is 1.659 eV. As for the total charge: -3.